Formula: C12H19N6O4SV
Source: the Open Molecules 2025 dataset
Level of theory: ωB97M-V/def2-TZVPD

Positions of all 43 atoms, in Å:
V (-0.017, -0.583, -0.650)
S (-2.147, -1.694, -0.588)
O (0.467, -2.174, -0.501)
O (1.312, -2.979, -1.061)
O (3.814, 0.383, -2.058)
O (2.057, 0.029, -0.797)
N (0.626, -1.003, -2.849)
N (1.902, -0.424, -3.028)
N (-0.607, -0.128, 1.069)
N (-2.639, -2.830, 1.772)
N (-1.251, -0.998, 1.860)
N (-0.211, 1.373, -0.853)
C (0.755, 3.974, -0.671)
C (0.026, 1.942, 0.364)
C (-1.976, -1.850, 1.170)
C (0.517, 3.240, 0.473)
C (-0.582, 1.510, 2.882)
C (0.469, 3.408, -1.910)
C (-3.825, -2.268, 3.871)
C (-0.006, 2.116, -1.949)
C (4.441, 0.427, -3.347)
C (-2.662, -3.011, 3.221)
C (2.571, -0.018, -1.911)
C (-0.342, 1.086, 1.477)
H (-2.730, -4.079, 3.422)
H (5.402, 0.900, -3.182)
H (2.439, -0.745, -3.818)
H (1.149, 4.978, -0.605)
H (0.714, 3.656, 1.450)
H (-1.714, -2.645, 3.608)
H (0.061, -0.814, -3.668)
H (-1.583, 1.200, 3.180)
H (-4.779, -2.655, 3.512)
H (4.605, -0.578, -3.738)
H (-3.770, -1.204, 3.639)
H (0.733, -2.017, -2.741)
H (0.120, 0.997, 3.543)
H (-0.249, 1.645, -2.893)
H (-3.291, -3.349, 1.209)
H (3.855, 1.026, -4.045)
H (-0.479, 2.584, 3.014)
H (0.614, 3.959, -2.828)
H (-3.789, -2.387, 4.954)

The calculation puts the relative energy (zero: lowest compared OMol25 entry of this formula, charge and spin) at 157.3 kJ/mol. The spin multiplicity is 4. The expectation value of S² is 3.79. The calculation puts the orbital gap (alpha / beta) at 7.4 / 6.8 eV. Its charge is +1. The LUMO energy (alpha / beta) is -3.445 / -4.242 eV.

---

Formula: CH5O2
Source: the Open Molecules 2025 dataset
Level of theory: ωB97M-V/def2-TZVPD

Positions of all 8 atoms, in Å:
O (0.394, -0.785, -0.147)
O (0.077, 1.650, -0.379)
C (-0.397, -1.289, 0.649)
H (0.321, 2.259, -1.089)
H (-1.354, -0.814, 0.855)
H (-0.802, 1.915, -0.067)
H (-0.101, -2.227, 1.122)
H (0.218, 0.255, -0.424)

The calculation puts the relative energy (zero: lowest compared OMol25 entry of this formula, charge and spin) at 11.0 kJ/mol. The calculation puts the orbital gap at 12.1 eV. Its charge is +1. The LUMO energy is -6.068 eV.

---

Formula: C3H9NS2
Source: the Open Molecules 2025 dataset
Level of theory: ωB97M-V/def2-TZVPD

Positions of all 15 atoms, in Å:
S (1.389, -0.813, 1.320)
S (3.155, -1.830, 1.162)
N (-1.173, 0.370, -0.362)
C (-0.758, -0.532, -1.135)
C (1.782, 0.891, 0.780)
C (-2.613, 0.587, -0.298)
H (0.280, -0.842, -1.168)
H (1.002, 1.349, 0.178)
H (-2.900, 0.678, 0.750)
H (-2.902, 1.567, -0.693)
H (1.777, 1.456, 1.714)
H (-3.154, -0.178, -0.863)
H (2.738, 0.981, 0.267)
H (-1.517, -0.930, -1.837)
H (2.895, -2.753, 0.184)

The calculation puts the relative energy (zero: lowest compared OMol25 entry of this formula, charge and spin) at 139.5 kJ/mol. The calculation puts the orbital gap at 9.3 eV. As for the SMILES: C=NC.CSS. The LUMO energy is 0.654 eV.

---

Formula: C45H114Cl2N8O17
Source: the Open Molecules 2025 dataset
Level of theory: ωB97M-V/def2-TZVPD

Positions of all 186 atoms, in Å:
Cl (3.390, -3.346, -0.577)
Cl (0.923, -4.505, 0.684)
O (-2.089, 4.154, -0.975)
O (4.171, 2.398, -2.022)
O (-1.554, -4.251, 4.229)
O (2.408, 2.763, -5.106)
O (-4.195, 4.581, -0.342)
O (-5.266, -2.899, 1.779)
O (3.595, 0.258, -2.711)
O (1.266, 4.517, -6.097)
O (-3.917, 3.424, -2.059)
O (1.332, -4.468, -4.895)
O (5.691, 0.860, -2.625)
O (-0.410, -0.413, -1.084)
O (2.685, -1.529, 3.831)
O (-0.941, -0.991, -5.679)
O (0.851, 3.882, -4.014)
O (1.988, 6.669, 1.667)
O (-2.522, 2.274, 7.910)
N (-0.468, 2.199, 4.746)
N (-2.902, -0.626, -2.551)
N (-0.642, -0.719, 3.651)
N (3.893, 3.651, 0.690)
N (3.017, -7.113, -2.815)
N (-2.756, 0.173, 1.889)
N (-8.963, -3.314, 1.683)
N (4.830, 1.039, 2.153)
C (-2.857, 2.376, 4.594)
C (-4.166, -3.653, 1.246)
C (2.725, -5.771, -3.277)
C (-3.312, 1.151, 8.254)
C (-2.385, -1.281, -3.722)
C (-7.704, -2.778, 2.125)
C (-3.610, -1.722, -4.529)
C (4.657, 1.965, -6.053)
C (1.007, -3.406, -4.039)
C (3.102, 5.795, 1.398)
C (-1.170, 1.690, 1.091)
C (-3.330, 4.045, -1.080)
C (1.021, 2.982, -2.873)
C (-2.836, -1.748, 4.600)
C (-1.264, -1.816, 4.346)
C (6.839, 1.634, -2.389)
C (-7.713, -2.609, 3.622)
C (-1.110, -0.762, 0.110)
C (-1.432, -0.344, -4.492)
C (3.904, -0.797, 3.564)
C (1.520, 3.755, -5.175)
C (-3.169, 3.072, -3.234)
C (-0.827, -3.161, 3.674)
C (4.065, -5.061, -3.663)
C (1.495, 7.324, 0.557)
C (7.242, 2.412, -3.594)
C (-1.555, 1.950, 6.961)
C (0.464, -1.393, -1.559)
C (2.666, -4.269, 0.824)
C (2.830, -0.002, 1.287)
C (-3.851, 5.037, 0.937)
C (-4.089, 2.319, -4.278)
C (-1.979, 0.466, 0.655)
C (-0.059, -0.231, -6.546)
C (-6.516, -3.624, 1.603)
C (2.805, 4.577, 0.463)
C (3.893, -1.041, -3.205)
C (3.561, 0.425, 2.607)
C (3.052, -2.739, 4.551)
C (-1.675, 2.599, 5.545)
C (3.156, 2.301, -6.296)
C (4.451, 1.253, -2.401)
C (-1.079, -4.693, 5.529)
C (1.610, -5.746, -4.367)
C (1.559, 3.813, 0.899)
H (-8.479, -1.895, 3.926)
H (4.756, 4.162, 0.577)
H (4.540, 1.054, -5.466)
H (-3.465, -1.796, -5.607)
H (-1.749, -1.627, -0.069)
H (3.524, -2.495, 5.502)
H (-3.498, 1.777, -5.016)
H (-4.371, -4.162, 0.304)
H (0.811, -1.121, -2.556)
H (3.186, -5.218, 0.951)
H (3.590, 5.602, 2.353)
H (-2.596, 2.475, 3.540)
H (-3.851, -2.761, -4.306)
H (1.971, -0.629, 1.522)
H (0.660, 4.367, 0.629)
H (0.006, -4.791, 5.540)
H (-3.701, 0.718, 7.333)
H (-2.712, 0.773, -0.091)
H (0.561, 7.831, 0.800)
H (4.545, -1.487, 3.015)
H (-4.677, 4.927, 1.640)
H (4.810, -5.173, -2.875)
H (-2.223, -0.446, 2.483)
H (1.355, -1.449, -0.934)
H (0.956, 1.929, -3.147)
H (-3.252, -2.658, 5.033)
H (3.013, -1.660, -3.383)
H (2.953, 1.126, 3.180)
H (1.587, 3.655, 1.977)
H (2.060, 3.066, -2.555)
H (-4.525, -1.147, -4.390)
H (-1.438, -5.702, 5.734)
H (-2.683, 0.395, 8.724)
H (-0.420, 1.458, 1.847)
H (5.307, 2.713, -5.599)
H (4.422, -1.009, -4.157)
H (2.805, 4.930, -0.568)
H (0.260, -3.227, 3.629)
H (-3.203, 0.277, -2.887)
H (-3.444, 6.049, 0.931)
H (-6.473, -4.553, 2.172)
H (-1.924, 0.582, -4.787)
H (-3.328, -2.958, 1.192)
H (2.198, 8.081, 0.209)
H (-2.764, 3.962, -3.716)
H (4.483, -1.553, -2.444)
H (-0.101, -2.317, -1.684)
H (-0.332, -1.026, 0.826)
H (3.411, -0.721, 0.710)
H (0.682, -6.034, -3.875)
H (-0.553, -0.134, -3.882)
H (1.740, -6.600, -5.032)
H (3.840, -3.305, 4.053)
H (-0.049, -3.474, -3.776)
H (-3.129, 4.369, 1.406)
H (3.729, -7.042, -2.103)
H (0.324, 3.235, -2.074)
H (6.474, 3.154, -3.811)
H (8.200, 2.888, -3.383)
H (-0.601, 2.083, 0.249)
H (-1.538, 3.673, 5.674)
H (2.553, 0.865, 0.687)
H (0.350, -0.906, 3.610)
H (-3.375, -1.570, 3.669)
H (-1.853, -2.177, -3.403)
H (-0.667, -1.846, 5.258)
H (2.172, -3.363, 4.706)
H (2.826, -3.652, 1.709)
H (-9.751, -2.747, 1.961)
H (-9.048, -3.353, 0.677)
H (-2.928, -0.866, 5.234)
H (-6.800, -2.090, 3.912)
H (4.600, 1.726, 1.448)
H (2.256, -5.239, -2.449)
H (-4.144, 1.492, 8.869)
H (-3.618, -0.331, 1.737)
H (0.044, -0.634, -7.554)
H (-6.714, -3.895, 0.565)
H (5.148, 1.456, 3.016)
H (-3.316, 1.388, 4.626)
H (-0.424, 0.794, -6.615)
H (-7.892, -3.512, 4.207)
H (-4.546, 1.481, -3.751)
H (-0.793, 2.532, 7.480)
H (-7.584, -1.751, 1.779)
H (-1.336, 0.891, 6.825)
H (1.484, 2.805, 0.493)
H (2.552, 1.461, -6.639)
H (3.900, 3.002, -0.085)
H (-1.337, -3.965, 6.297)
H (-3.658, 3.076, 4.831)
H (2.250, -7.459, -2.255)
H (0.349, 2.645, 5.139)
H (6.849, 2.288, -1.517)
H (-1.055, -3.126, 2.609)
H (-0.642, 2.742, 3.913)
H (-2.283, 2.476, -3.016)
H (1.624, -3.323, -3.144)
H (-1.837, 2.474, 1.450)
H (-3.899, -4.423, 1.970)
H (4.410, -0.580, 4.504)
H (3.962, 6.363, 1.043)
H (-2.052, -0.399, -2.055)
H (5.110, 1.720, -7.013)
H (-0.704, 0.111, 4.223)
H (3.119, 3.063, -7.074)
H (-4.868, 2.964, -4.685)
H (1.176, -2.512, -4.639)
H (0.948, -0.253, -6.131)
H (7.312, 1.756, -4.462)
H (7.683, 0.961, -2.240)
H (4.344, -5.415, -4.655)
H (1.282, 6.777, -0.362)
H (3.794, -4.017, -3.823)

The calculation puts the orbital gap at 8.7 eV. As for the SMILES: COC[C@H](C)N.COC[C@H](C)N.COC[C@H](C)N.COC[C@H](C)N.COC[C@H](C)N.COC[C@H](C)N.COC[C@H](C)N.COC[C@H](C)N.CCOC(=O)OC.CCOC(=O)OC.CCOC(=O)OC.ClCCl. The LUMO energy is 0.199 eV.